The following is a quantum chemistry calculation of a structure of composition C12H16AuBrN4O2 in a non-equilibrium geometry, from the Open Molecules 2025 dataset.

Positions of all 36 atoms, in Å:
Au 0.499 -0.789 -0.548
C 0.007 4.739 -0.762
C 0.872 3.515 -0.897
C 2.215 3.590 -1.260
C 2.994 2.449 -1.396
C 2.380 1.244 -1.157
Br 3.243 -0.424 -1.306
N 1.098 1.146 -0.806
C 0.348 2.253 -0.672
H 0.610 5.643 -0.786
H -0.545 4.723 0.177
H -0.711 4.793 -1.580
H 2.666 4.558 -1.439
H 4.035 2.496 -1.682
H -0.683 2.105 -0.379
C -2.870 -0.185 -0.442
O -1.898 -1.120 -0.943
C -2.130 -2.453 -0.476
C -1.075 -3.310 -1.107
O 0.250 -2.865 -0.655
C 0.812 -3.679 0.412
H -3.870 -0.602 -0.562
H -2.790 0.715 -1.045
H -2.683 0.031 0.612
H -3.121 -2.795 -0.784
H -2.078 -2.482 0.618
H -1.065 -3.201 -2.190
H -1.182 -4.361 -0.847
H 0.932 -4.691 0.032
H 0.152 -3.665 1.278
H 1.784 -3.259 0.656
N 0.096 -1.324 6.229
C 0.464 -1.004 5.139
N 0.859 -0.586 4.025
C 0.395 -0.631 2.814
N -0.009 -0.574 1.729

Cartesian forces (eV/Å) of the 2 atoms listed first:
Au 0.1306 -0.1212 -0.4913
C 0.0882 -0.0751 0.0195

Output
Lowest unoccupied orbital energy (spin up / spin down)   -6.43 / -10.00 eV
HOMO (spin up / spin down)   -16.27 / -16.25 eV
Energy above the lowest of the compared OMol25 structures with the same formula, charge and spin   10.68 kcal per mole
Charge   +2
Kohn-Sham gap (spin up / spin down)   9.84 / 6.25 eV
Spin multiplicity   3